DFT (ωB97M-V with the def2-TZVPD basis set) results for C7H6O in the gas phase.

The geometry in XYZ format:
```
14
Properties=species:S:1:pos:R:3:lowdin_charge:R:1
C -1.176 -1.092 0.009 -0.0698
C -1.807 0.318 0.037 -0.0965
C -0.902 1.317 -0.001 -0.0499
C 0.451 0.708 -0.298 -0.2031
C 1.793 1.103 -0.040 -0.0581
C 1.737 -1.022 -0.017 -0.1086
C 0.412 -0.702 -0.390 -0.0611
H -1.614 -1.670 -0.663 0.0357
H -1.619 -1.716 0.736 0.0917
H -2.981 0.392 0.224 0.1421
H -1.017 2.424 -0.075 0.1125
H 2.233 2.040 0.167 0.1055
H 1.894 -2.113 0.233 0.1396
O 2.596 0.014 0.079 0.0198
```

Summary:
Charge   0
Maximum force   5.29 eV Å⁻¹
Orbital gap   9.04 eV
HOMO   -0.2943 hartree



DFT (ωB97M-V with the def2-TZVPD basis set) results for 2 unconnected molecules or ions with the total composition C7H6O3P.

The geometry in XYZ format:
```
17
Properties=species:S:1:pos:R:3:lowdin_charge:R:1
C -1.544 -0.901 -1.765 -0.1309
C -0.252 -0.400 -1.828 -0.1027
C -2.034 -1.368 -0.555 -0.1186
C 0.541 -0.359 -0.700 -0.0629
C -1.250 -1.336 0.578 -0.0310
C 0.051 -0.829 0.518 -0.3879
C 1.416 3.285 0.676 -0.2376
O 2.597 -0.472 3.296 -0.5565
O 0.557 3.783 -0.028 -0.1732
O 0.773 -0.831 1.644 -0.3313
P 2.347 -0.186 1.879 0.7160
H -2.166 -0.923 -2.649 0.0846
H 0.141 -0.034 -2.767 0.0966
H -3.044 -1.755 -0.497 0.0909
H 1.541 0.043 -0.733 0.0642
H -1.621 -1.696 1.527 0.1073
H 1.946 3.980 1.403 -0.0270
```

Summary:
Charge   -1
Maximum force   1.55 eV Å⁻¹
Orbital gap (alpha / beta)   6.95 / 4.64 eV
HOMO (alpha / beta)   -0.1240 / -0.0497 hartree



DFT (ωB97M-V with the def2-TZVPD basis set) results for a molecular structure, C7H6O3S.

The geometry in XYZ format:
```
17
Properties=species:S:1:pos:R:3:lowdin_charge:R:1
C 0.276 -1.185 0.716 -0.1134
C 0.186 1.638 -0.904 -0.4131
C 0.213 -0.057 -0.023 -0.0124
C 0.424 -1.559 2.982 0.0483
C -0.960 0.255 -2.574 0.0444
C 0.455 -2.086 1.754 -0.1400
C -0.133 1.218 -2.277 -0.1426
O 0.041 -1.215 -0.796 -0.1039
O 1.008 2.677 -0.510 -0.2383
O -0.232 1.862 1.610 -0.4642
S -0.367 2.723 0.473 1.0488
H 0.756 -2.180 3.740 0.0412
H 0.360 -0.483 2.858 0.0682
H -1.134 0.019 -3.673 0.1112
H -1.563 -0.222 -1.901 0.0461
H 0.243 -3.119 1.575 0.1099
H 0.426 1.716 -3.048 0.1097
```

Summary:
Charge   0
Maximum force   5.48 eV Å⁻¹
Orbital gap (alpha / beta)   6.91 / 6.96 eV
HOMO (alpha / beta)   -0.2624 / -0.2639 hartree



DFT (ωB97M-V with the def2-TZVPD basis set) results for C7H6O4 in the gas phase.

The geometry in XYZ format:
```
17
Properties=species:S:1:pos:R:3:lowdin_charge:R:1
C -1.641 0.780 0.574 -0.4097
C -0.402 0.244 0.084 -0.1067
C 0.818 0.417 0.792 0.0773
C 2.038 -0.071 0.218 -0.3248
C 1.924 -1.130 -0.703 -0.0191
C 0.722 -1.392 -1.300 -0.0111
C -0.419 -0.596 -1.019 -0.2045
H -2.481 1.367 2.072 0.1478
H 1.011 0.834 1.759 0.1191
H 3.414 1.054 1.013 0.0919
H 2.691 -1.946 -0.771 0.1417
H 0.820 -2.207 -2.113 0.1502
H -2.307 -0.333 -0.994 0.0444
O -1.508 1.271 1.866 0.0837
O -2.735 0.779 0.008 0.0961
O 3.252 0.227 0.629 0.0947
O -1.683 -0.814 -1.606 0.0290
```

Summary:
Charge   0
Maximum force   3.34 eV Å⁻¹
Orbital gap   8.35 eV
HOMO   -0.3058 hartree



DFT (ωB97M-V with the def2-TZVPD basis set) results for 2 unconnected molecules or ions with the total composition C7H6OS.

The geometry in XYZ format:
```
15
Properties=species:S:1:pos:R:3:lowdin_charge:R:1
C 1.462 -0.544 -0.246 -0.1159
C 1.141 0.402 0.809 -0.0879
C 0.524 -1.197 -1.016 -0.0907
C -0.202 0.555 1.109 -0.1382
C -3.045 1.065 -0.248 -0.0723
C -0.924 -1.097 -0.659 -0.5619
C -1.194 -0.246 0.442 -0.5310
O -3.858 0.545 -0.844 0.0977
S -1.405 -2.042 0.866 0.8445
H 2.560 -0.835 -0.431 0.1235
H 1.935 0.892 1.529 0.1384
H 0.951 -1.811 -1.793 0.0934
H -0.597 1.219 1.861 0.0951
H -3.144 2.013 0.336 0.0971
H -1.741 -1.154 -1.412 0.1084
```

Summary:
Charge   0
Maximum force   5.43 eV Å⁻¹
Orbital gap (alpha / beta)   7.54 / 7.55 eV
HOMO (alpha / beta)   -0.2788 / -0.2787 hartree



DFT (ωB97M-V with the def2-TZVPD basis set) results for 2 unconnected molecules or ions with the total composition C7H6S2.

The geometry in XYZ format:
```
15
Properties=species:S:1:pos:R:3:lowdin_charge:R:1
C -3.290 0.466 -0.393 -1.4271
C -0.038 -1.524 0.799 -0.1089
C 0.824 -1.276 -0.168 -0.1412
C -0.410 -0.216 1.375 -0.0412
C 0.157 0.869 1.217 -0.0432
C 1.231 0.048 -0.671 -0.1836
C 1.283 1.216 0.379 -0.2020
S -3.224 2.005 -0.289 0.7206
S -3.305 -1.045 -0.743 0.7176
H -0.488 -2.449 1.193 0.1059
H 1.157 -2.023 -0.813 0.0894
H 2.124 0.385 -1.290 0.1299
H 0.413 0.214 -1.477 0.1500
H 1.244 2.127 -0.120 0.0702
H 2.321 1.203 1.001 0.1636
```

Summary:
Charge   0
Maximum force   3.53 eV Å⁻¹
Orbital gap   8.60 eV
HOMO   -0.3153 hartree